[1]
{"formula": "C16H33INO7PS", "method": "wB97M-V/def2-TZVPD", "smiles": "CC(C)C[C@H]1OS(=O)(=O)CC[C@]1(OCCNC[C@H](C)O)P(O)I.CC(C)=O", "lumo_energy_ev": 0.117, "charge": 0, "e_homo_ev": -8.56, "species": ["I", "S", "P", "O", "O", "O", "O", "O", "O", "O", "N", "C", "C", "C", "C", "C", "C", "C", "C", "C", "C", "C", "C", "C", "C", "C", "C", "H", "H", "H", "H", "H", "H", "H", "H", "H", "H", "H", "H", "H", "H", "H", "H", "H", "H", "H", "H", "H", "H", "H", "H", "H", "H", "H", "H", "H", "H", "H", "H", "H"], "xyz": [[1.910845, 1.960978, -3.477155], [3.732447, -1.418566, -2.530384], [2.182788, 1.900793, -1.063773], [4.041028, -0.732700, -1.128830], [1.023933, 0.138698, 0.667219], [-4.731145, 2.598236, 0.158725], [-4.050588, 0.010824, -1.621959], [4.252210, -0.520088, -3.510046], [4.202183, -2.771425, -2.489947], [3.819764, 1.985155, -1.009113], [-1.775289, -0.286432, -0.116578], [3.857125, -2.607504, 1.434259], [-4.252053, 3.676952, 2.221883], [2.766860, -2.052324, 0.500040], [-1.167525, 1.032261, -0.057777], [1.946336, -1.483924, -2.639308], [4.160730, -1.670595, 2.604866], [-5.245044, 4.919113, 0.205275], [-4.742869, 3.626380, 0.796021], [1.060734, -0.779989, -1.591800], [-4.184325, -0.768137, -0.436156], [1.794334, 0.085052, -0.554653], [-4.124711, -2.227418, -0.851872], [0.007625, 1.115950, 0.903131], [5.141374, -3.021512, 0.715146], [3.055313, -0.670963, -0.087334], [-3.059275, -0.446161, 0.560744], [-5.567733, 4.756484, -0.819707], [-5.151719, -0.539121, 0.025278], [-3.917837, 2.690624, 2.534997], [5.739065, -2.154278, 0.427387], [-4.453709, 5.670399, 0.225719], [5.741794, -3.655045, 1.372411], [1.743615, -1.104063, -3.640325], [-4.491033, 0.857219, -1.473835], [-3.324807, 0.445746, 1.136981], [-1.122326, -0.971527, 0.235508], [3.505701, -0.061462, 0.697750], [-5.052984, 4.016672, 2.880584], [0.553211, -1.556591, -1.019099], [1.830119, -2.005042, 1.058046], [-0.858102, 1.359857, -1.059710], [0.288704, -0.211220, -2.104536], [4.700348, -0.776862, 2.282999], [4.789827, -2.183052, 3.335916], [4.917906, -3.593330, -0.186068], [-1.913470, 1.765327, 0.266698], [-6.079066, 5.300419, 0.796906], [-0.337270, 0.904515, 1.918038], [-3.428860, 4.388510, 2.307929], [2.623209, -2.769454, -0.314465], [-4.739184, -2.394110, -1.736285], [3.419816, -3.516419, 1.863412], [-2.984665, -1.293838, 1.250974], [0.413123, 2.128757, 0.908525], [4.133248, 2.208545, -0.122518], [-4.486332, -2.873239, -0.048659], [-3.094550, -2.508815, -1.082938], [3.244946, -1.366055, 3.119295], [1.736207, -2.552203, -2.637834]], "forces_ev_per_a": [[-0.04, 0.06, 0.06], [0.07, 0.00, 0.13], [-0.03, 0.03, 0.22], [-0.11, 0.08, -0.16], [0.17, 0.12, -0.05], [0.02, -0.11, -0.04], [-0.26, 0.23, 0.06], [0.04, -0.16, 0.01], [0.01, 0.07, -0.01], [0.07, -0.10, 0.13], [0.07, -0.13, 0.37], [0.00, 0.02, 0.06], [0.02, -0.10, -0.03], [0.07, -0.13, -0.03], [-0.02, 0.07, -0.18], [-0.19, -0.05, -0.17], [-0.09, -0.17, 0.06], [-0.01, -0.07, -0.07], [-0.01, 0.08, 0.01], [0.13, 0.07, 0.16], [0.12, 0.04, -0.30], [-0.17, -0.26, -0.25], [-0.05, -0.03, 0.03], [-0.23, 0.04, -0.05], [-0.11, -0.08, 0.04], [-0.10, -0.02, 0.39], [-0.02, -0.17, -0.09], [0.00, 0.00, 0.00], [0.03, -0.13, 0.09], [0.00, 0.00, 0.00], [-0.02, -0.03, -0.03], [-0.01, 0.02, 0.04], [0.05, 0.10, 0.00], [0.05, 0.01, 0.04], [0.17, -0.02, 0.06], [0.06, 0.00, -0.03], [0.06, 0.06, -0.02], [0.16, 0.01, -0.16], [0.01, 0.04, 0.00], [-0.01, 0.05, 0.00], [0.04, 0.11, -0.02], [0.04, -0.02, 0.02], [-0.03, -0.01, -0.02], [-0.01, -0.01, 0.02], [0.02, 0.05, -0.04], [0.05, 0.06, -0.01], [0.02, -0.03, -0.03], [0.03, 0.03, 0.02], [0.06, -0.13, -0.03], [-0.03, 0.03, 0.01], [-0.04, 0.03, 0.02], [0.01, 0.00, 0.03], [0.01, 0.01, -0.04], [-0.14, 0.14, 0.14], [0.07, 0.00, -0.07], [-0.05, 0.15, -0.13], [0.04, 0.01, 0.00], [-0.04, 0.04, -0.08], [0.03, 0.07, -0.05], [0.02, 0.03, -0.02]], "mulliken_charge": [-0.0504, 1.3544, 0.0388, -0.4371, -0.3613, -0.4575, -0.6124, -0.6185, -0.6616, -0.4134, 0.1282, 0.3915, -1.1631, -0.9281, -0.1938, -1.3136, -1.5368, -1.2199, 0.8417, -1.1906, 0.5120, 1.3075, -1.4593, -0.7569, -1.4362, -0.5626, -0.5911, 0.3136, 0.3365, 0.2463, 0.2606, 0.3482, 0.4821, 0.5539, 0.3223, 0.0750, 0.1530, 0.6866, 0.4201, 0.3588, 0.4021, 0.0934, 0.5111, 0.3114, 0.4616, 0.3243, 0.0638, 0.3487, 0.4198, 0.3271, 0.3886, 0.3746, 0.3749, 0.3809, 0.4074, 0.3114, 0.3514, 0.2480, 0.3442, 0.3883]}

[2]
{"formula": "C16H33N4O2S2", "method": "wB97M-V/def2-TZVPD", "smiles": "CCC[C@@H]1[NH+]=C(NCCCSC(=S)N(CC)CC)N[C@H](COC)O1", "lumo_energy_ev": -2.944, "charge": 1, "de_lowest_kj_mol": 0.0, "e_homo_ev": -11.08, "species": ["S", "S", "O", "O", "N", "N", "N", "N", "C", "C", "C", "C", "C", "C", "C", "C", "C", "C", "C", "C", "C", "C", "C", "C", "H", "H", "H", "H", "H", "H", "H", "H", "H", "H", "H", "H", "H", "H", "H", "H", "H", "H", "H", "H", "H", "H", "H", "H", "H", "H", "H", "H", "H", "H", "H", "H", "H"], "xyz": [[0.521792, 0.152055, 3.123491], [2.416547, -2.121659, 3.166053], [-0.763228, 1.471729, -2.311632], [-2.775528, -0.806977, -3.537865], [-0.198701, -2.359448, 2.518819], [2.058373, -0.079443, -0.276062], [0.019725, 1.100112, -0.129403], [0.307528, -0.519993, -1.741047], [3.412037, -1.707903, 1.705863], [2.754522, 0.640762, 0.786264], [-3.610681, 0.327546, -3.455271], [3.763653, -0.224884, 1.550188], [0.128574, 3.382666, -1.158010], [-1.549062, -1.802700, 2.361165], [0.178529, -3.285373, 1.410852], [0.738893, -4.638942, 1.884326], [-2.605036, -2.908423, 2.233484], [0.774435, -1.442220, 2.820780], [-1.404487, -0.499899, -3.544333], [-0.778194, 4.631981, -1.210719], [-0.654354, 2.082141, -1.050373], [-0.957237, 0.080257, -2.205566], [0.834884, 0.193112, -0.682242], [-0.196258, 5.808893, -0.421024], [0.784725, 3.481198, -0.294087], [-0.972060, 6.529484, -0.172240], [-0.898306, -1.445959, -3.718178], [-3.805885, 0.622341, -2.420089], [-1.201948, 0.217623, -4.342169], [0.321129, 1.482897, 0.755931], [0.973998, -0.525728, -2.509866], [-2.359804, -3.767812, 2.849524], [2.954696, -2.159176, 0.827137], [0.224423, 5.469260, 0.525152], [-0.916896, 4.926121, -2.247819], [-2.681300, -3.235536, 1.196587], [0.569154, 6.335812, -0.985366], [2.062698, 1.030009, 1.521048], [-1.644235, 2.272432, -0.632309], [3.294103, 1.476095, 0.337517], [-0.674729, -3.454374, 0.766642], [-3.576470, -2.498738, 2.492860], [0.933452, -2.795459, 0.795456], [3.783840, 0.188863, 2.557725], [4.339024, -2.255899, 1.863801], [-3.193755, 1.185909, -3.986877], [4.768271, -0.108570, 1.150111], [2.534692, -0.840878, -0.730336], [-1.756036, 4.403912, -0.786492], [-1.772999, -1.235418, 3.259563], [0.742258, 3.349602, -2.056173], [-4.568397, 0.089372, -3.909317], [0.079452, -5.453009, 1.592837], [-1.725851, -0.161629, -1.470051], [0.848944, -4.642194, 2.963651], [1.726382, -4.820634, 1.467936], [-1.609298, -1.133307, 1.500152]], "forces_ev_per_a": [[-0.32, 0.07, 0.24], [-0.10, -0.47, -0.11], [-0.08, 0.20, 0.12], [0.13, -0.12, -0.03], [0.47, 1.15, -1.26], [-0.40, 0.18, 0.41], [0.71, 0.07, -0.28], [0.26, 1.14, -0.18], [0.02, 0.29, 0.07], [0.89, 0.25, -0.13], [-0.33, 0.31, -0.04], [-0.33, -0.10, 0.25], [-0.41, 0.41, -0.07], [-0.67, -0.76, 0.62], [0.82, -0.70, 0.41], [-0.20, 0.14, 0.00], [0.34, 0.35, -0.58], [-0.15, -0.33, 0.43], [-0.47, -0.03, 0.16], [0.30, 0.08, 0.24], [-0.04, -0.29, 0.08], [-0.04, -0.43, -0.04], [-0.53, -0.30, -0.37], [-0.15, -0.04, -0.09], [0.08, -0.10, 0.07], [-0.05, 0.08, -0.10], [0.14, -0.01, -0.12], [0.12, 0.01, 0.09], [0.32, 0.03, -0.06], [-0.11, 0.00, 0.07], [0.02, -0.48, -0.01], [-0.12, -0.02, 0.20], [0.02, 0.01, -0.09], [0.09, 0.01, 0.04], [-0.24, 0.00, -0.06], [-0.07, -0.18, 0.02], [0.16, -0.02, 0.04], [-0.22, -0.06, -0.23], [-0.09, -0.15, 0.09], [-0.05, 0.10, -0.01], [-0.22, 0.20, 0.12], [-0.08, -0.09, 0.19], [-0.10, 0.12, -0.08], [0.21, 0.08, 0.03], [-0.03, -0.12, 0.17], [0.11, 0.00, -0.05], [0.01, -0.10, -0.26], [-0.01, -0.14, -0.01], [-0.09, -0.13, -0.09], [0.15, 0.22, -0.04], [0.21, -0.18, 0.05], [0.00, -0.18, -0.02], [0.00, -0.09, 0.03], [-0.01, 0.06, 0.15], [-0.06, -0.06, 0.07], [0.03, -0.06, -0.07], [0.16, 0.18, 0.00]], "mulliken_charge": [-0.2519, -0.1281, -0.4571, -0.4358, 0.2579, 0.0478, 0.1444, -0.3965, -0.7278, -0.4695, -0.5916, -0.9909, -1.0481, -0.3525, 0.0535, -1.4778, -1.3347, 0.2490, -0.8034, -0.3253, 0.4213, 0.2412, -0.0364, -1.2973, 0.2972, 0.3808, 0.3543, 0.1974, 0.4116, 0.2258, 0.3694, 0.3093, 0.3130, 0.3606, 0.2740, 0.3643, 0.3210, 0.0454, 0.3277, 0.4149, 0.6085, 0.4183, -0.3287, 0.4018, 0.4181, 0.2940, 0.4200, 0.4019, 0.3525, 0.5729, 0.3636, 0.2782, 0.3844, 0.3650, 0.3405, 0.3629, 0.0891]}

[3]
{"formula": "C16H33NO7SSi", "method": "wB97M-V/def2-TZVPD", "lumo_energy_ev": 0.469, "charge": 0, "e_homo_ev": -9.20, "species": ["S", "Si", "O", "O", "O", "O", "O", "O", "O", "N", "C", "C", "C", "C", "C", "C", "C", "C", "C", "C", "C", "C", "C", "C", "C", "C", "H", "H", "H", "H", "H", "H", "H", "H", "H", "H", "H", "H", "H", "H", "H", "H", "H", "H", "H", "H", "H", "H", "H", "H", "H", "H", "H", "H", "H", "H", "H", "H", "H"], "xyz": [[-2.224770, 1.998410, -0.771788], [0.679814, -0.998095, -1.385270], [-3.442633, 1.293291, -0.985286], [-1.597944, 2.402941, -2.164922], [1.204454, 4.142661, -3.190612], [4.127913, -1.010183, 2.065215], [-1.082817, 0.969034, -0.368440], [-4.957443, -1.680838, 2.109818], [-2.175804, 3.110038, 0.104873], [0.565794, 1.965731, -3.089764], [4.822319, -1.602716, 4.244590], [3.620596, -1.242170, 3.381190], [-5.927475, -0.879382, 2.784471], [1.904786, -0.484438, -0.076943], [1.187649, 3.209355, -1.013561], [-0.190875, -2.566226, -0.859569], [1.549910, -1.307396, -3.011459], [5.933340, -0.795842, 3.575097], [0.734274, 1.996801, -4.550856], [5.553289, -0.914732, 2.104767], [-6.283842, 0.253450, 1.829672], [0.959443, 3.202354, -2.493549], [-4.902716, -1.311571, 0.728779], [-0.721787, 0.286268, -1.599867], [-0.691606, 1.382021, -2.680325], [-6.111076, -0.423862, 0.471854], [-1.592806, -0.338441, -1.845871], [-7.285104, 0.646757, 1.999755], [5.886147, 0.246909, 3.895616], [5.865689, -0.054154, 1.511837], [2.024349, -0.411969, -3.413705], [-4.899113, -2.217857, 0.120647], [1.486791, -0.673968, 0.912169], [-0.668476, -2.419715, 0.112624], [-3.973503, -0.764092, 0.545618], [0.896527, -1.764763, -3.757095], [2.830041, -1.048010, -0.202001], [5.035887, -2.671041, 4.170422], [1.575314, 4.187312, -0.735766], [-1.159576, 0.957615, -3.567863], [0.323522, 1.079172, -4.971913], [2.338688, -2.034424, -2.793029], [-6.988513, -1.032597, 0.240311], [5.981841, -1.817984, 1.656897], [1.935777, 2.453586, -0.775100], [6.934411, -1.170658, 3.781885], [2.165136, 0.572603, -0.125902], [-6.804155, -1.496797, 3.011080], [2.872470, -2.034695, 3.336689], [3.135325, -0.327877, 3.739505], [-0.966875, -2.815722, -1.588161], [0.509844, -3.398600, -0.784846], [4.672962, -1.357213, 5.294666], [1.799511, 2.006208, -4.782886], [-5.571158, 1.074526, 1.931091], [-5.947975, 0.272660, -0.348334], [-5.501186, -0.528140, 3.725004], [0.270799, 2.869963, -5.009520], [0.284613, 3.016504, -0.441939]], "forces_ev_per_a": [[-0.12, -0.14, 0.43], [0.47, -0.04, 0.22], [-0.02, 0.08, -0.07], [0.17, 0.12, -0.35], [0.37, 0.60, -0.45], [0.09, -0.02, 0.04], [0.13, 0.08, -0.03], [-0.01, -0.02, 0.00], [0.00, -0.02, -0.02], [-0.45, 0.33, -0.23], [0.03, -0.04, -0.03], [-0.01, 0.05, 0.01], [-0.03, -0.01, -0.03], [-0.24, 0.18, -0.27], [0.06, 0.17, 0.12], [-0.10, 0.29, -0.05], [-0.05, -0.03, 0.10], [-0.03, 0.04, 0.02], [0.14, -0.20, -0.02], [0.01, -0.04, 0.02], [0.05, 0.02, 0.00], [-0.06, -0.71, 0.39], [0.09, 0.03, 0.01], [-0.35, -0.27, -0.07], [0.10, -0.31, 0.15], [-0.07, -0.02, -0.01], [0.01, 0.07, -0.06], [-0.01, -0.01, -0.01], [0.00, 0.00, -0.01], [-0.02, 0.00, -0.02], [-0.07, -0.03, -0.06], [0.00, -0.02, 0.03], [0.15, -0.04, 0.05], [-0.01, -0.09, -0.03], [-0.01, 0.00, -0.04], [0.01, 0.12, -0.08], [-0.06, -0.07, 0.20], [-0.01, 0.00, 0.00], [-0.06, -0.02, -0.04], [0.07, 0.12, -0.03], [0.00, 0.05, 0.04], [-0.01, 0.02, -0.05], [0.01, -0.01, 0.01], [0.02, 0.01, 0.01], [-0.09, 0.00, 0.05], [0.00, -0.02, 0.00], [0.00, -0.06, 0.01], [-0.01, 0.02, 0.01], [-0.01, 0.00, -0.03], [0.00, -0.01, 0.02], [0.02, -0.14, 0.07], [-0.03, -0.02, 0.01], [0.00, 0.02, 0.00], [-0.06, 0.12, 0.01], [0.00, 0.00, 0.00], [0.03, 0.02, 0.02], [0.02, -0.02, 0.01], [-0.06, -0.03, 0.00], [0.03, -0.08, 0.04]], "mulliken_charge": [1.1409, 0.1884, -0.5340, -0.3885, -0.5913, -0.2892, -0.4416, -0.4344, -0.5941, 0.3328, -0.5805, -0.4205, -0.4551, -0.6917, -0.7960, -1.1086, -1.0667, -0.5502, -1.2046, -0.4899, -0.5146, 0.6579, 0.0586, -0.0573, -0.4018, -0.4727, 0.5119, 0.3465, 0.2688, 0.2759, 0.2837, 0.2646, 0.2300, 0.3373, -0.1226, 0.3277, 0.2856, 0.2709, 0.3749, 0.5636, 0.4538, 0.3588, 0.3069, 0.2911, 0.0318, 0.3333, 0.1591, 0.2685, 0.2691, 0.2886, 0.3230, 0.3489, 0.3346, 0.3584, 0.2211, 0.2799, 0.2680, 0.3520, 0.2389]}

Which E_tot belongs to each record? In order, -2248.1044 -1795.0741 -1898.5496 Ha.
Which frontier orbital gap belongs to each record? In order, 8.68 8.13 9.66 eV.